No. 1
The following is a DFT calculation (ωB97M-V/def2-TZVPD) of a cluster of 2 separate species, C4H11N3O2 in total at a distorted geometry.

Properties
E_LUMO	0.79	eV
energy relative to the best compared isomer or geometry (same formula, charge and spin)	36.1	kJ/mol
highest occupied orbital energy	-9.40	eV
SMILES	[H]/N=C(/N)NC.CC(=O)O

Geometry (Å):
H -1.3787 -0.5440 -1.4684
N -0.6060 -0.6272 -0.8231
C -1.0173 -0.8782 0.3544
N -0.1050 -0.9361 1.4127
N -2.3556 -1.0017 0.7478
C -3.2918 -1.4984 -0.2731
H -0.5859 -0.9606 2.3001
H 0.5415 -0.1484 1.3285
H -2.4823 -1.6373 1.5238
H -4.2657 -1.4869 0.2138
H -3.1042 -2.5076 -0.6103
H -3.4196 -0.8877 -1.1657
C 3.5185 2.2125 -0.5618
C 2.3762 1.3634 -0.1074
O 2.0212 1.2078 1.0363
O 1.6306 0.9010 -1.1269
H 4.3199 2.1447 0.1710
H 3.1637 3.2356 -0.6290
H 3.9272 1.9199 -1.5159
H 1.1133 0.1290 -0.8068



No. 2
The following is a DFT calculation (ωB97M-V/def2-TZVPD) of a cluster of 2 separate species, C4H11N3O2 in total at a distorted geometry.

Properties
E_LUMO	0.79	eV
energy relative to the best compared isomer or geometry (same formula, charge and spin)	159.4	kJ/mol
highest occupied orbital energy	-8.97	eV
SMILES	CNC(N)=O.C/N=C/O

Geometry (Å):
C 2.1358 0.4606 -0.2887
N 0.9415 0.0344 -0.9826
C -0.2480 0.8284 -0.9023
N -1.2162 0.3657 -1.8252
O -0.2146 1.9795 -0.5089
H 2.2886 -0.1396 0.6109
H 2.0201 1.5020 0.0334
H 3.0239 0.3831 -0.9195
H 1.0219 -0.6837 -1.6861
H -2.0323 0.9646 -1.8404
H -0.8706 0.1169 -2.7383
C -0.7956 0.2913 2.1818
N -1.0920 -0.3464 0.9283
C -0.5094 -1.4376 0.5964
O -0.9517 -2.1848 -0.4166
H -1.6503 0.1801 2.8497
H 0.1053 -0.1054 2.6693
H -0.6463 1.3529 1.9761
H 0.3154 -1.9181 1.1459
H -1.6256 -1.6441 -0.8834